DFT (ωB97M-V with the def2-TZVPD basis set) results for a 2-piece molecular cluster, C2H5O2S overall.

```
! wB97M-V def2-TZVPD RIJCOSX def2/J DEFGRID3
* xyz -1 1
C -0.24886 -2.01684 0.52791
S -0.41137 -0.52252 1.60551
H -0.28771 -1.74245 -0.45473
H 0.75770 -2.53488 0.58087
H -1.05649 -2.77149 0.78346
O -0.43130 0.33951 -1.42672
C 0.51674 1.23354 -1.68595
O 1.00901 1.97445 -0.76019
H 1.00690 1.17402 -2.68415
H -0.06737 0.42331 0.53000
*
```

Results
**E**: -17086.085 eV
**ΔE to the lowest compared entry with this formula, charge and spin**: 101.7 kJ/mol
**HOMO level**: -4.37 eV
**Gap between HOMO and LUMO**: 8.158 eV

Atom charges from the natural (NBO) analysis, given in e for atoms 1 to 5:
1. C -0.71
2. S -0.22
3. H 0.24
4. H 0.18
5. H 0.19